# C36H66N2O28S4

10 unconnected molecules or ions with the total composition C36H66N2O28S4 (ωB97M-V/def2-TZVPD, the Open Molecules 2025 dataset).

Cartesian coordinates (Å):
C: 5.51517 -10.99124 18.75951
O: 4.81675 -10.01071 19.50471
C: 3.55748 -9.66325 19.27655
O: 2.81967 -10.15176 18.45598
O: 3.24790 -8.70804 20.14267
C: 2.10848 -7.89110 19.86066
H: 6.32457 -10.57094 18.16566
H: 4.89172 -11.60495 18.11250
H: 6.01158 -11.59402 19.51714
H: 1.99555 -7.70955 18.79311
H: 2.25149 -6.96888 20.41259
H: 1.19258 -8.39039 20.18191
C: 7.74369 -10.30609 10.75350
O: 9.12628 -10.60255 10.50100
C: 9.41293 -11.89322 10.35458
O: 8.64698 -12.80704 10.42572
O: 10.72314 -11.99463 10.11058
C: 11.15503 -13.30952 9.78488
H: 7.59893 -9.24071 10.86834
H: 7.46829 -10.80302 11.68009
H: 7.14641 -10.66761 9.91899
H: 10.81475 -14.03479 10.53412
H: 12.23680 -13.33888 9.83846
H: 10.70618 -13.60693 8.84013
C: -1.32566 -7.18618 14.03067
O: -0.25240 -7.37837 14.93432
C: 0.12517 -6.37901 15.74445
O: -0.38039 -5.30296 15.82766
O: 1.16778 -6.74739 16.48941
C: 1.93253 -7.91839 16.13535
H: -1.00001 -7.47199 13.03717
H: -1.73318 -6.17556 14.04463
H: -2.15765 -7.82803 14.33380
H: 1.30035 -8.72673 15.78653
H: 2.48128 -8.27539 17.00169
H: 2.63441 -7.57271 15.37767
C: -0.90761 -8.93109 10.34095
O: 0.18807 -8.05471 10.11090
C: 1.10612 -7.91505 11.06364
O: 1.10539 -8.46283 12.13659
O: 1.99404 -7.02179 10.65878
C: 3.03624 -6.75028 11.59733
H: -1.04931 -9.08633 11.40919
H: -0.73065 -9.88469 9.84610
H: -1.78209 -8.45222 9.90970
H: 2.59280 -6.48947 12.56030
H: 3.65829 -5.99532 11.13846
H: 3.61804 -7.64791 11.82304
C: 7.66906 -8.41422 17.70521
C: 6.52505 -7.66047 17.49503
C: 5.86310 -7.75479 16.28698
C: 6.37120 -8.59089 15.31338
C: 7.50468 -9.34664 15.50557
C: 8.16262 -9.25289 16.72336
N: 5.71828 -8.64309 13.99960
O: 4.52835 -8.38139 13.96590
O: 6.37552 -9.03833 13.05191
H: 8.17242 -8.32045 18.65915
H: 6.17589 -7.01549 18.28937
H: 4.92690 -7.24250 16.11121
H: 7.98352 -9.91736 14.72273
H: 9.04911 -9.83050 16.95761
C: 5.19790 -10.55937 23.07452
C: 5.03665 -9.17925 23.22117
C: 5.88503 -8.33598 22.53481
C: 6.93201 -8.88310 21.80807
C: 7.04597 -10.23547 21.58172
C: 6.11024 -11.07289 22.16381
N: 7.85211 -7.96725 21.15451
O: 8.98511 -8.38029 20.94198
O: 7.44249 -6.88666 20.77652
H: 4.46542 -11.21070 23.53777
H: 4.29773 -8.79794 23.91224
H: 5.80730 -7.25925 22.54751
H: 7.67278 -10.53161 20.75217
H: 6.15028 -12.14351 22.00924
O: 13.64839 -11.33456 15.37006
S: 12.83400 -12.35704 15.90750
O: 12.83042 -12.64636 17.30792
O: 11.31450 -12.04982 15.56974
C: 11.00380 -11.27595 14.37480
C: 9.60609 -11.68139 13.95711
C: 13.04958 -13.89288 15.05736
H: 11.77647 -11.44944 13.63055
H: 10.98131 -10.22348 14.65786
H: 9.10240 -10.93763 13.34369
H: 9.01082 -11.90770 14.84613
H: 9.55981 -12.62410 13.39952
H: 12.18024 -14.51175 15.25461
H: 13.96371 -14.34876 15.42267
H: 13.08016 -13.67133 13.99094
O: 6.09502 -4.98898 22.68349
S: 5.08375 -4.29555 21.95705
O: 3.70863 -4.58194 22.17286
O: 5.34729 -2.74527 22.19455
C: 4.98533 -2.26825 23.50427
C: 5.69339 -0.93836 23.75152
C: 5.44968 -4.31219 20.23967
H: 5.34314 -2.98144 24.25245
H: 3.91050 -2.14025 23.63371
H: 5.58162 -0.71813 24.81041
H: 5.20992 -0.14199 23.17793
H: 6.71164 -0.95771 23.37026
H: 4.75297 -3.62394 19.76675
H: 5.22295 -5.31433 19.88570
H: 6.48727 -4.01688 20.14118
O: 9.96749 -12.00789 21.72122
S: 9.97739 -12.42362 20.35932
O: 8.81625 -13.05097 19.82191
O: 10.30781 -11.15905 19.46742
C: 11.39398 -10.29863 19.86915
C: 11.38447 -9.12372 18.92459
C: 11.38909 -13.42128 20.01812
H: 12.32717 -10.86781 19.85548
H: 11.27960 -9.97179 20.90512
H: 11.53594 -9.43450 17.88459
H: 12.13428 -8.37255 19.15438
H: 10.37873 -8.70219 18.92029
H: 11.25715 -14.37762 20.51997
H: 12.27532 -12.95194 20.43157
H: 11.41727 -13.51012 18.93789
O: 2.71659 -13.56939 13.51196
S: 2.36676 -12.19831 13.46613
O: 2.62137 -11.42181 12.29545
O: 0.81790 -12.15682 13.78177
C: 0.07232 -10.97606 13.38857
C: -1.36947 -11.22293 13.75712
C: 3.10603 -11.39990 14.88697
H: 0.13796 -10.86072 12.31117
H: 0.45018 -10.07871 13.87384
H: -1.49957 -11.48485 14.81596
H: -1.85462 -12.00015 13.17528
H: -1.89758 -10.26221 13.76967
H: 2.61080 -11.81276 15.75820
H: 3.04685 -10.34487 14.63767
H: 4.12731 -11.77619 14.85223

Results
* structure (SMILES): O=[N+]([O-])c1ccccc1.O=[N+]([O-])c1ccccc1.CCOS(C)(=O)=O.CCOS(C)(=O)=O.CCOS(C)(=O)=O.CCOS(C)(=O)=O.COC(=O)OC.COC(=O)OC.COC(=O)OC.COC(=O)OC
* DFT total energy: -142046.1928 eV
* molar mass: 1103.178 g mol⁻¹
* net charge: 0
* Kohn-Sham gap: 8.8103 eV
* LUMO: -0.9 eV

Atomic partial charges in e from the Löwdin method, atoms 1 to 5:
1. C -0.011
2. O -0.003
3. C -0.606
4. O 0.116
5. O 0.004

=====

# C36H68Cl2F3N6O11S

3 unconnected molecules or ions with the total composition C36H68Cl2F3N6O11S (ωB97M-V/def2-TZVPD, the Open Molecules 2025 dataset).

Cartesian coordinates (Å):
C: 8.37640 -2.78623 -2.27516
C: 7.25088 -2.52063 -1.21298
Cl: 7.06073 -3.81991 0.01908
C: 6.46704 -1.40236 -1.21227
Cl: 6.80814 -0.24471 -2.54725
N: 5.41657 -1.21717 -0.22843
C: 5.91699 -1.03138 1.15748
C: 5.22813 -1.93278 2.27131
C: 4.18881 -2.97250 1.72845
S: 3.96165 -4.41062 2.88533
O: 4.00977 -5.61293 2.06167
O: 4.99345 -4.46370 3.90484
O: 2.47079 -4.27677 3.57869
C: 4.40498 -0.28590 -0.63363
N: 4.47347 1.08695 -0.27497
C: 3.62225 1.54462 0.80294
O: 3.49247 0.65263 1.93155
C: 2.92392 1.25874 3.02596
F: 3.81591 2.05677 3.68757
F: 1.80426 1.98744 2.75237
F: 2.54362 0.24784 3.86913
O: 5.71724 1.64570 -0.35266
C: 5.70752 2.96530 -0.92666
C: 5.72213 3.02783 -2.50375
C: 7.19902 3.03386 -3.11356
O: 4.86213 2.06895 -3.15092
N: 3.43747 -0.71786 -1.40403
C: 3.34116 -2.12661 -1.88423
C: 2.28791 -3.04121 -1.14192
N: 1.07540 -3.16563 -1.99083
C: 2.37263 0.17885 -1.93063
C: 0.97076 0.03413 -1.23432
C: 0.97217 -0.29111 0.31187
O: 0.33400 1.33123 -1.37743
C: -1.09012 1.18673 -1.46206
C: -1.61320 0.84087 -2.89490
C: -2.71874 -0.13141 -2.94381
C: -3.28043 -0.56897 -4.21167
C: -2.73031 -0.02872 -5.45483
C: -1.62617 0.93973 -5.42921
C: -1.07433 1.37307 -4.13243
H: 8.92657 -1.86146 -2.56354
H: 9.12263 -3.53830 -1.91645
H: 7.85506 -3.25746 -3.15372
H: 7.00453 -1.31784 1.16330
H: 5.89614 0.02254 1.53961
H: 6.04153 -2.45231 2.85141
H: 4.72873 -1.25875 3.02311
H: 4.45650 -3.38761 0.73119
H: 3.18625 -2.44999 1.73922
H: 1.91166 -3.88258 2.87594
H: 2.61332 1.81511 0.37333
H: 4.02208 2.52127 1.20524
H: 6.61525 3.50194 -0.54982
H: 4.82941 3.59369 -0.58904
H: 5.30555 4.04491 -2.77618
H: 7.46630 4.01421 -3.57139
H: 7.91691 2.72503 -2.30864
H: 7.22600 2.21877 -3.88357
H: 4.00919 2.53244 -3.24265
H: 3.00287 -2.07362 -2.95774
H: 4.31529 -2.66840 -1.90669
H: 2.07122 -2.77525 -0.08546
H: 2.74086 -4.07905 -1.11146
H: 1.16524 -3.91227 -2.67461
H: 0.22571 -3.24044 -1.43689
H: 2.65427 1.25600 -1.92558
H: 2.21378 -0.08381 -3.01615
H: 0.27168 -0.68560 -1.74082
H: 1.89030 -0.79032 0.70196
H: 0.03344 -0.87141 0.53760
H: 0.86848 0.67641 0.87704
H: -1.52887 2.18452 -1.17229
H: -1.45628 0.45216 -0.69618
H: -3.10540 -0.55520 -1.98836
H: -4.10098 -1.32406 -4.23624
H: -3.16195 -0.36615 -6.42784
H: -1.21296 1.30833 -6.40097
H: -0.22089 2.08477 -4.13526
C: -3.68120 -3.42985 4.93982
O: -4.58277 -2.33599 4.95752
C: -4.25745 -1.32962 5.91455
C: -3.69711 -0.08210 5.23970
N: -2.36152 -0.31928 4.69579
C: -1.89468 0.70018 3.75494
C: -2.74097 0.99402 2.50964
O: -2.75222 -0.04632 1.53718
C: -3.61701 -1.13295 1.83254
H: -4.14994 -4.23919 4.37924
H: -2.74628 -3.16947 4.43428
H: -3.46579 -3.78864 5.94968
H: -3.58012 -1.70521 6.69106
H: -5.19637 -1.05640 6.40307
H: -3.64926 0.73227 5.96862
H: -4.40696 0.20419 4.45562
H: -2.35243 -1.21119 4.21776
H: -0.90731 0.37192 3.41256
H: -1.74258 1.63385 4.30584
H: -2.28176 1.85261 2.00893
H: -3.76190 1.30696 2.75327
H: -4.53623 -0.80771 2.32576
H: -3.09598 -1.87531 2.43945
H: -3.88685 -1.61765 0.89193
C: -4.75474 3.57050 -2.10994
O: -4.75763 2.31060 -1.45891
C: -4.96144 2.37987 -0.05129
C: -6.35952 1.90722 0.33346
N: -7.38261 2.85910 -0.08633
C: -8.75240 2.33788 -0.05988
C: -9.07642 1.08105 -0.87782
O: -9.06456 1.26653 -2.28536
C: -7.77775 1.28223 -2.87600
H: -4.33837 3.42840 -3.10821
H: -5.76802 3.96423 -2.22300
H: -4.13469 4.29675 -1.57613
H: -4.75217 3.38094 0.34742
H: -4.23603 1.69222 0.39276
H: -6.41150 1.77868 1.41978
H: -6.50576 0.92612 -0.13306
H: -7.18436 3.16313 -1.03086
H: -9.39361 3.14427 -0.42739
H: -9.03412 2.16213 0.98334
H: -10.10449 0.79993 -0.63243
H: -8.45968 0.21970 -0.59646
H: -7.09054 0.58335 -2.39046
H: -7.36959 2.29484 -2.86476
H: -7.88115 0.98891 -3.92229

Results
* DFT total energy: -113915.2469 eV
* molar mass: 920.938 g mol⁻¹
* net charge: +1
* Kohn-Sham gap: 6.3167 eV
* LUMO: -3.7 eV

Atomic partial charges in e from the Löwdin method, atoms 1 to 5:
1. C -0.124
2. C -0.617
3. Cl 0.728
4. C -0.600
5. Cl 0.797

=====

# C36H69IN3O15P3

4 unconnected molecules or ions with the total composition C36H69IN3O15P3 (ωB97M-V/def2-TZVPD, the Open Molecules 2025 dataset).

Cartesian coordinates (Å):
C: 4.87531 9.14591 2.23395
C: 5.15762 7.57025 2.54385
C: 3.87311 6.78130 3.08312
I: 3.21017 7.88863 4.88776
N: 2.72973 6.71130 2.12116
C: 1.87416 5.55882 2.51897
O: 1.30626 5.31708 3.59955
C: 1.85286 4.63188 1.23220
C: 1.24141 3.24383 0.95395
C: 1.42117 2.59389 -0.45947
C: 0.72165 1.14460 -0.63147
C: -0.62978 1.35525 -1.48502
C: -1.07275 2.88838 -1.63975
N: -1.69632 3.59758 -0.49298
O: -0.96181 3.54675 -2.71514
C: 2.20122 3.29836 -1.63483
C: 2.25618 2.51586 -3.01892
C: 3.61823 2.68087 -3.84399
C: 4.93415 2.14435 -3.08567
C: 3.43972 1.76087 -5.18050
C: 2.80710 4.69256 -1.35149
N: 3.55636 5.42318 -2.38162
C: 2.60214 5.30155 0.05120
C: 3.02644 6.69254 0.68797
O: 3.49226 7.56243 -0.08636
H: 5.14703 9.28037 1.11976
H: 5.46597 9.83558 2.92167
H: 3.74090 9.34279 2.28212
H: 5.96393 7.52575 3.34880
H: 5.57343 7.02568 1.61661
H: 4.15295 5.70910 3.39167
H: 0.65615 2.72253 1.78466
H: 0.43586 0.75567 0.41235
H: 1.38870 0.41933 -1.20983
H: -1.47505 0.81015 -0.93220
H: -0.58051 0.91841 -2.53548
H: -1.05602 4.28759 -0.07439
H: -2.53807 4.09463 -0.83089
H: 2.06452 1.38639 -2.91946
H: 1.40464 2.92760 -3.68035
H: 3.78377 3.74634 -4.25518
H: 5.41159 1.33416 -3.75651
H: 5.71695 2.99406 -3.05021
H: 4.73085 1.75670 -2.03054
H: 3.39544 0.64765 -4.92434
H: 2.40872 2.01592 -5.64343
H: 4.21497 2.03601 -5.96816
H: 4.57041 5.25520 -2.21238
H: 3.44918 6.44369 -2.30075
O: 3.25998 -2.79827 3.89997
P: 1.84874 -3.36349 4.08779
O: 1.65298 -3.92080 2.54229
C: 2.29521 -5.13287 2.17696
C: 1.56491 -6.33562 2.74818
O: 1.04927 -1.91932 3.90010
C: 1.68313 -0.69346 4.25059
C: 2.26834 -0.03343 3.01595
O: 0.30589 -4.02832 4.43433
C: 0.01091 -4.21778 5.82210
C: -0.14172 -2.90395 6.56513
H: 3.34104 -5.12125 2.50023
H: 2.28537 -5.18670 1.08540
H: 1.64431 -6.35504 3.83939
H: 1.98393 -7.26521 2.35852
H: 0.50134 -6.29494 2.50378
H: 2.43918 -0.84737 5.02320
H: 0.91838 -0.04073 4.68221
H: 2.90621 -0.71617 2.45174
H: 2.85566 0.84720 3.28888
H: 1.47085 0.27829 2.33702
H: 0.79476 -4.83224 6.27709
H: -0.92504 -4.77924 5.87752
H: 0.81807 -2.38178 6.63743
H: -0.50797 -3.07255 7.57978
H: -0.83394 -2.23820 6.04346
O: -6.10877 -0.54946 1.50898
P: -6.36365 0.90673 1.10722
O: -7.48301 1.24194 2.27828
C: -7.01916 1.48734 3.59786
C: -6.41124 2.87363 3.72022
O: -7.42597 0.57057 -0.12537
C: -7.33162 -0.65721 -0.84132
C: -8.32520 -1.66606 -0.29500
O: -6.50911 2.54456 0.61678
C: -5.44350 3.04229 -0.19802
C: -5.41951 2.39955 -1.57236
H: -6.29956 0.71790 3.89537
H: -7.88273 1.40973 4.26279
H: -5.48805 2.94505 3.13690
H: -6.17641 3.10393 4.76101
H: -7.09538 3.63199 3.33378
H: -6.31097 -1.04516 -0.82305
H: -7.57080 -0.44482 -1.88772
H: -8.23869 -1.77858 0.78704
H: -8.17923 -2.64434 -0.76034
H: -9.34816 -1.33691 -0.49248
H: -4.49076 2.88754 0.31943
H: -5.59406 4.12006 -0.30244
H: -5.13995 1.34291 -1.50497
H: -4.69458 2.89666 -2.22091
H: -6.40543 2.44412 -2.04189
O: -0.98135 -6.55715 -2.48752
P: 0.31042 -6.01439 -3.10664
O: -0.11113 -4.41497 -3.07300
C: -0.03139 -3.72713 -1.83321
C: 1.40772 -3.40095 -1.47500
O: -0.10428 -6.31966 -4.68626
C: -0.98555 -7.39275 -5.00399
C: -2.40132 -6.87794 -5.18834
O: 1.82791 -5.51512 -3.73343
C: 2.88321 -6.47683 -3.63778
C: 2.65509 -7.67670 -4.53780
H: -0.50653 -4.31601 -1.04226
H: -0.59779 -2.79882 -1.94243
H: 1.97130 -4.31539 -1.26576
H: 1.45258 -2.76184 -0.59078
H: 1.90893 -2.89674 -2.30441
H: -0.93694 -8.17823 -4.24691
H: -0.63705 -7.83532 -5.94204
H: -2.72920 -6.27414 -4.34046
H: -3.10129 -7.70754 -5.31733
H: -2.45974 -6.23434 -6.06932
H: 2.99290 -6.78977 -2.59407
H: 3.80634 -5.97072 -3.93133
H: 1.80990 -8.27603 -4.18374
H: 3.53686 -8.32041 -4.55688
H: 2.42322 -7.36119 -5.55820

Results
* structure (SMILES): CC[C@@H](I)N1C(=O)c2cc(CCC(N)=O)c(CC(C)C)c(N)c2C1=O.CCOP(=O)(OCC)OCC.CCOP(=O)(OCC)OCC.CCOP(=O)(OCC)OCC
* DFT total energy: -109592.8272 eV
* molar mass: 1003.780 g mol⁻¹
* net charge: 0
* Kohn-Sham gap: 7.4208 eV
* LUMO: -1.7 eV

Atomic partial charges in e from the Löwdin method, atoms 1 to 5:
1. C -0.162
2. C -0.293
3. C -0.636
4. I 0.810
5. N -0.031

=====

> Which of these has the lowest molar mass?

C36H68Cl2F3N6O11S